Record 1
Formula: C5H12N
Source: OMol25
Level of theory: the ωB97M-V functional and the def2-TZVPD basis

## Properties
**Frontier orbital gap**: 7.404 eV
**ΔE to the lowest compared entry with this formula, charge and spin**: 97.39 kcal/mol
**Highest occupied orbital energy**: -15.54 eV
**2S+1**: 1
**Total charge**: +1

XYZ file:
```
18
C5H12N (the ωB97M-V functional and the def2-TZVPD basis)
C -4.35 0.69 0.41
C -0.25 0.05 0.27
N -1.29 0.03 -0.47
C 3.26 -0.96 -0.36
C 2.24 -0.23 0.54
C 1.08 0.18 -0.22
H -4.29 1.69 -0.04
H -3.84 -0.05 -0.19
H -3.89 0.76 1.39
H -5.41 0.51 0.52
H 3.46 -0.37 -1.25
H -0.37 -0.19 1.32
H 2.88 -1.91 -0.70
H 4.22 -1.14 0.11
H 1.87 -0.93 1.30
H 2.72 0.57 1.12
H -1.11 0.49 -1.38
H 1.23 0.34 -1.29
```

Need the Mulliken charges? In units of e they are: -0.968, -0.190, -0.274, -1.258, -0.311, 0.266, 0.251, 0.210, 0.220, 0.296, 0.358, 0.375, 0.367, 0.360, 0.350, 0.367, 0.266, 0.314

Record 2
Formula: C22H26CrN7O4Se4
Source: OMol25
Level of theory: the ωB97M-V functional and the def2-TZVPD basis

## Properties
**Frontier orbital gap (spin up / spin down)**: 5.300 / 5.398 eV
**ΔE to the lowest compared entry with this formula, charge and spin**: 13.30 kcal/mol
**Expectation value of S²**: 3.818
**Highest occupied orbital energy (spin up / spin down)**: -6.14 / -6.24 eV
**2S+1**: 4
**Total charge**: 0

XYZ file:
```
64
C22H26CrN7O4Se4 (the ωB97M-V functional and the def2-TZVPD basis)
Cr 0.37 -0.21 0.21
Se 0.22 -0.26 2.63
Se 2.40 0.10 3.34
Se 3.57 -1.28 1.87
Se 2.85 -0.42 -0.17
N 0.24 -0.01 -2.00
C 0.61 1.36 -2.39
C -0.10 1.83 -3.68
C -1.58 1.43 -3.86
C -2.62 1.94 -2.84
N -2.51 3.36 -2.54
C -2.58 4.34 -3.43
N -3.29 4.21 -4.56
N -1.96 5.49 -3.15
C 0.48 2.30 -1.16
O 0.39 3.53 -1.36
O 0.53 1.76 -0.03
H 0.75 -0.70 -2.53
H -0.75 -0.17 -2.17
H 1.68 1.36 -2.57
H 0.43 1.39 -4.53
H 0.03 2.91 -3.75
H -1.67 0.34 -3.89
H -1.88 1.77 -4.85
H -2.51 1.42 -1.88
H -3.62 1.72 -3.20
H -1.81 3.58 -1.82
H -3.90 3.42 -4.67
H -3.46 5.01 -5.14
H -1.21 5.44 -2.46
H -1.99 6.27 -3.77
C 0.23 -4.43 -6.08
O -0.14 -5.64 -5.46
C -1.06 -5.59 -4.46
C -1.79 -4.45 -4.13
C -2.67 -4.49 -3.06
C -2.88 -5.66 -2.34
C -2.19 -6.81 -2.72
C -1.28 -6.77 -3.76
N -3.87 -5.79 -1.34
N -4.18 -4.89 -0.54
C -3.45 -3.71 -0.34
C -4.20 -2.56 -0.12
C -3.63 -1.30 0.03
C -2.25 -1.16 0.02
O -1.62 -0.02 0.11
C -1.46 -2.35 -0.06
N -0.12 -2.14 0.07
C 0.68 -3.19 0.07
C 0.20 -4.50 -0.07
C -1.14 -4.72 -0.22
C -2.03 -3.63 -0.24
H 1.07 -4.66 -6.73
H 0.53 -3.68 -5.34
H -0.58 -4.02 -6.69
H -1.68 -3.53 -4.69
H -3.24 -3.60 -2.82
H -2.36 -7.73 -2.18
H -0.73 -7.66 -4.05
H -5.28 -2.68 -0.10
H -4.26 -0.43 0.16
H 1.74 -3.00 0.21
H 0.91 -5.32 -0.04
H -1.52 -5.73 -0.29
```

Need the Mulliken charges? In units of e they are: 0.913, -0.351, -0.192, -0.226, -0.361, -0.411, 0.028, -0.809, -0.798, -1.035, -0.081, 0.802, -0.349, -0.410, 0.453, -0.792, -0.437, 0.288, 0.034, 0.420, 0.460, 0.268, 0.521, 0.468, 0.415, 0.358, 0.178, 0.211, 0.217, 0.226, 0.211, -0.750, -0.453, 0.891, -0.410, -0.222, -0.574, 0.010, -0.643, -0.515, -0.528, -0.221, -0.300, -1.007, 1.288, -0.719, 0.409, 0.382, -0.197, -1.261, -0.700, 0.404, 0.247, 0.272, 0.319, 0.399, 0.423, 0.463, 0.436, 0.426, 0.527, 0.202, 0.451, 0.730

Record 3
Formula: C5H13N4
Source: OMol25
Level of theory: the ωB97M-V functional and the def2-TZVPD basis

## Properties
**Frontier orbital gap (spin up / spin down)**: 8.589 / 8.582 eV
**ΔE to the lowest compared entry with this formula, charge and spin**: 95.24 kcal/mol
**Highest occupied orbital energy (spin up / spin down)**: -12.10 / -12.09 eV
**2S+1**: 1
**Total charge**: +1

XYZ file:
```
22
C5H13N4 (the ωB97M-V functional and the def2-TZVPD basis)
C -0.15 -2.14 0.75
C -0.50 -1.03 -0.35
C 0.21 0.29 -0.05
C 1.66 0.43 -0.16
C -0.82 2.45 0.57
N -0.25 -1.37 2.00
N -0.11 -0.21 2.01
N -0.18 -1.53 -1.70
N -0.57 1.40 -0.45
H -0.65 -3.11 0.71
H 1.06 -2.42 0.74
H -1.58 -0.90 -0.31
H 2.13 -0.54 0.08
H 1.96 1.08 0.62
H 2.07 0.81 -1.09
H -0.36 2.09 1.52
H -0.49 3.41 0.20
H -1.93 2.50 0.59
H 0.79 -1.60 -1.81
H -0.68 -2.42 -1.86
H -0.09 1.85 -1.22
H -1.54 0.97 -0.83
```

Need the Mulliken charges? In units of e they are: -0.610, -0.555, 0.239, -1.385, -0.698, -0.180, 0.000, -0.569, 0.053, 0.390, 0.272, 0.383, 0.329, 0.445, 0.448, 0.294, 0.349, 0.330, 0.244, 0.311, 0.415, 0.495